Molecular formula: C5H16NO2
Method: DFT, wB97M-V/def2-TZVPD

HOMO level   -12.96 eV
Total charge   +1
Orbital gap   10.0 eV
Lowest unoccupied orbital energy   -0.1070 hartree
Calculated total energy   -405.03914 hartree

Last column: natural (NBO) charge in e.
Geometry (Å):
1 C -1.13 -1.76 -0.74  -0.20
2 C 0.05 -2.03 0.17  -0.46
3 C 1.44 -1.63 -0.30  -0.26
4 C 2.03 -0.58 0.20  -0.13
5 C 3.28 0.03 -0.33  -0.66
6 N -1.18 -0.19 -0.89  -0.73
7 H -2.09 -2.23 -0.39  0.25
8 H -0.90 -2.13 -1.73  0.22
9 H 0.01 -3.14 0.44  0.25
10 H -0.15 -1.56 1.22  0.22
11 H 1.89 -2.32 -0.94  0.22
12 H 1.67 -0.10 1.25  0.20
13 H 3.61 -0.32 -1.29  0.22
14 H 4.05 -0.32 0.23  0.23
15 H 3.20 1.07 -0.24  0.22
16 H -0.35 0.29 -1.23  0.44
17 H -1.42 0.53 -0.09  0.49
18 H -1.93 -0.01 -1.57  0.44
19 H -0.91 2.83 1.98  0.48
20 H -1.89 2.22 3.16  0.52
21 O -1.60 2.30 2.16  -0.99
22 H -2.21 2.62 0.22  0.52
23 H -1.50 3.01 -1.16  0.50
24 O -1.75 2.28 -0.61  -1.01

Molecular formula: C6H15BrN
Method: DFT, wB97M-V/def2-TZVPD

HOMO level (alpha / beta)   -11.36 / -12.37 eV
Total charge   +1
Orbital gap (alpha / beta)   7.2 / 8.9 eV
Lowest unoccupied orbital energy (alpha / beta)   -0.1523 / -0.1266 hartree
Calculated total energy   -2865.98380 hartree

Last column: natural (NBO) charge in e.
Geometry (Å):
1 C 1.30 -0.82 1.59  -0.72
2 C 1.55 -0.57 -0.99  -0.69
3 C -0.96 2.08 0.93  -0.68
4 C -1.18 1.32 -1.58  -0.74
5 C 0.76 -0.94 0.22  0.24
6 C -1.30 1.05 -0.17  0.09
7 N -0.11 -2.14 0.04  -0.77
8 Br -2.58 -0.29 0.36  0.03
9 H 0.69 -0.74 2.49  0.25
10 H 1.95 0.04 1.58  0.26
11 H 2.06 -1.69 1.79  0.23
12 H 1.21 0.43 -1.38  0.24
13 H 2.55 -0.44 -0.84  0.25
14 H 1.17 -1.10 -1.81  0.23
15 H -1.19 1.72 1.87  0.23
16 H -1.49 2.95 0.67  0.24
17 H 0.14 2.30 0.82  0.23
18 H -1.95 0.82 -2.16  0.25
19 H -1.37 2.36 -1.69  0.25
20 H -0.11 1.19 -1.82  0.23
21 H -1.09 -2.12 -0.45  0.46
22 H -0.46 -2.51 1.00  0.46
23 H 0.43 -2.90 -0.47  0.44

Molecular formula: C5H10O
Method: DFT, wB97M-V/def2-TZVPD

HOMO level   -8.62 eV
Orbital gap   9.1 eV
SMILES string   C=CC(=C)C.O
Lowest unoccupied orbital energy   0.0171 hartree
Calculated total energy   -271.66291 hartree

Last column: natural (NBO) charge in e.
Geometry (Å):
1 C -0.77 1.64 1.50  -0.37
2 C -0.68 0.71 0.55  -0.22
3 C 0.18 0.67 -0.68  -0.04
4 C 1.14 1.61 -0.77  -0.35
5 C 0.24 -0.61 -1.46  -0.65
6 H -0.03 2.32 1.95  0.19
7 H -1.52 1.56 2.27  0.19
8 H -1.47 -0.04 0.63  0.20
9 H 1.71 1.74 -1.68  0.19
10 H 1.52 2.08 0.14  0.20
11 H 0.51 -0.41 -2.50  0.23
12 H -0.72 -1.16 -1.46  0.21
13 H 0.97 -1.37 -1.14  0.22
14 O -0.22 -2.88 1.25  -0.93
15 H 0.04 -2.38 0.49  0.47
16 H -0.88 -3.49 0.92  0.47

Molecular formula: C5H10O2
Method: DFT, wB97M-V/def2-TZVPD

HOMO level   -8.13 eV
Orbital gap   8.9 eV
Lowest unoccupied orbital energy   0.0300 hartree
Calculated total energy   -346.76887 hartree

Last column: natural (NBO) charge in e.
Geometry (Å):
1 C -0.70 0.72 1.55  -0.30
2 C 0.85 0.16 0.32  0.09
3 C 0.71 -0.10 -1.15  -0.53
4 C -0.56 0.51 -1.75  -0.05
5 O -1.73 -0.13 -1.28  -0.73
6 C 1.18 -1.01 1.13  -0.17
7 O -0.24 -0.93 1.11  -0.54
8 H -0.92 1.53 0.85  0.21
9 H -1.64 0.30 1.92  0.18
10 H -0.06 1.04 2.36  0.21
11 H 0.73 -1.18 -1.40  0.19
12 H 1.59 0.36 -1.62  0.24
13 H -0.54 0.42 -2.84  0.17
14 H -0.59 1.58 -1.50  0.16
15 H -1.47 -0.71 -0.54  0.48
16 H 1.63 -0.90 2.12  0.18
17 H 1.48 -1.93 0.61  0.20

Q: calculated total energy of number 3 (C5H10O)?
A: -271.66291 hartree